1.
DFT (the ωB97M-V functional and the def2-TZVPD basis) results for 2 unconnected molecules or ions with the total composition C12H30BN3O6PS.

Geometry as ORCA input:
```
! RIJCOSX wB97M-V def2-TZVPD def2/J DEFGRID3
* xyz 1 1
N -0.04 2.45 2.65
P -0.85 1.19 3.49
O -0.83 0.04 2.26
B -2.69 1.91 3.39
C -3.62 1.99 2.13
C -3.10 2.85 0.96
C -1.98 2.21 0.15
S -2.49 1.46 -1.39
O -2.55 2.44 -2.41
O -1.69 0.28 -1.57
O -3.99 0.99 -1.15
C -3.18 2.36 4.81
O -4.51 2.88 4.81
N -4.86 3.30 6.12
O -6.01 3.48 6.20
H 0.96 2.41 2.81
H -0.36 3.38 2.88
H -1.01 -0.82 2.66
H -3.85 0.98 1.76
H -4.59 2.40 2.44
H -3.94 3.06 0.30
H -2.77 3.83 1.32
H -1.26 2.96 -0.19
H -1.43 1.44 0.68
H -4.01 0.22 -0.57
H -2.47 3.10 5.22
H -3.11 1.49 5.47
C 1.60 0.10 -0.46
C 0.95 -1.27 -0.66
C 1.84 -2.42 -1.11
N 2.45 -2.30 -2.49
C 1.50 -1.66 -3.45
C 3.76 -1.52 -2.43
C 4.81 -2.57 -2.15
C 4.38 -3.74 -3.03
C 2.85 -3.68 -3.02
H 2.02 0.52 -1.38
H 0.84 0.79 -0.11
H 2.39 0.06 0.29
H 0.09 -1.18 -1.33
H 0.53 -1.58 0.30
H 1.24 -3.33 -1.13
H 2.67 -2.58 -0.42
H 1.30 -0.63 -3.14
H 0.57 -2.22 -3.45
H 1.95 -1.67 -4.43
H 3.90 -1.06 -3.41
H 3.67 -0.75 -1.67
H 4.81 -2.85 -1.10
H 5.81 -2.21 -2.39
H 4.74 -4.70 -2.67
H 4.75 -3.61 -4.05
H 2.40 -4.43 -2.36
H 2.42 -3.79 -4.01
*
```

Results
energy above the lowest of the compared OMol25 structures with the same formula, charge and spin	0.0	kJ/mol
E_LUMO	-2.34	eV
DFT total energy	-50477.71669	eV
HOMO	-10.65	eV

Löwdin charges, unit e, in atom order:
1 N -0.18
2 P 0.86
3 O -0.37
4 B -0.34
5 C -0.13
6 C -0.21
7 C -0.25
8 S 0.59
9 O -0.25
10 O -0.30
11 O -0.14
12 C -0.20
13 O -0.13
14 N -0.03
15 O 0.09
16 H 0.03
17 H 0.05
18 H 0.04
19 H 0.11
20 H 0.10
21 H 0.11
22 H 0.12
23 H 0.11
24 H 0.05
25 H 0.10
26 H 0.12
27 H 0.12
28 C -0.08
29 C -0.23
30 C -0.10
31 N -0.25
32 C 0.02
33 C -0.10
34 C -0.14
35 C -0.13
36 C -0.08
37 H 0.07
38 H 0.06
39 H 0.09
40 H 0.08
41 H 0.12
42 H 0.13
43 H 0.14
44 H 0.10
45 H 0.12
46 H 0.11
47 H 0.14
48 H 0.12
49 H 0.12
50 H 0.13
51 H 0.12
52 H 0.12
53 H 0.13
54 H 0.13

---

2.
DFT (the ωB97M-V functional and the def2-TZVPD basis) results for a molecular structure, C12H30ClHoINO2P2 in a non-equilibrium geometry.

Geometry as ORCA input:
```
! RIJCOSX wB97M-V def2-TZVPD def2/J DEFGRID3
* xyz 2 5
C 0.02 0.01 -4.51
C -0.02 -1.04 -3.49
H -0.02 1.06 -4.12
H -0.88 -0.15 -5.10
H 0.83 -0.03 -5.25
O -0.08 -0.70 -2.27
I -0.14 -3.81 -0.78
Ho 0.07 -0.60 0.12
P 2.80 -0.98 -0.56
C 3.85 0.10 0.49
C 3.58 -2.64 -0.42
H 4.66 -2.60 -0.68
H 4.46 -0.54 -2.34
H 3.05 -3.33 -1.09
H 2.89 -1.13 -3.00
H 3.74 -0.18 1.55
H 3.45 -3.01 0.61
C 3.36 -0.49 -2.24
H 4.91 0.05 0.19
H 3.02 0.55 -2.42
H 3.49 1.14 0.39
P -2.65 -0.98 -0.59
C -3.57 0.11 0.53
C -3.26 -0.40 -2.23
H -3.06 -3.27 -1.22
H -4.60 -2.46 -0.70
H -3.36 -3.00 0.52
C -3.52 -2.58 -0.49
H -2.84 -1.02 -3.04
H -4.37 -0.46 -2.27
H -4.65 0.05 0.31
H -3.23 1.15 0.42
H -2.95 0.64 -2.39
H -3.40 -0.19 1.58
Cl -0.01 -2.67 -4.02
C -0.10 3.25 4.31
N -0.23 2.59 3.00
C -0.90 3.32 1.93
C 0.07 1.33 2.77
C 0.69 0.45 3.80
O -0.21 0.90 1.57
H -0.43 4.29 4.20
H 0.94 3.27 4.67
H -0.73 2.80 5.08
H -0.35 3.20 0.97
H -1.92 2.91 1.80
H -0.93 4.37 2.25
H 0.05 0.43 4.69
H 0.83 -0.57 3.42
H 1.67 0.85 4.06
*
```

Results
energy above the lowest of the compared OMol25 structures with the same formula, charge and spin	140.8	kJ/mol
E_LUMO (alpha / beta)	-6.53 / -6.69	eV
DFT total energy	-83502.83499	eV
HOMO (alpha / beta)	-13.40 / -13.41	eV

Löwdin charges, unit e, in atom order:
1 C -0.06
2 C -0.84
3 H 0.11
4 H 0.10
5 H 0.11
6 O -0.34
7 I 0.07
8 Ho 1.21
9 P 0.69
10 C -0.28
11 C -0.28
12 H 0.07
13 H 0.07
14 H 0.02
15 H 0.04
16 H 0.04
17 H 0.06
18 C -0.26
19 H 0.07
20 H 0.05
21 H 0.05
22 P 0.67
23 C -0.29
24 C -0.25
25 H 0.00
26 H 0.07
27 H 0.05
28 C -0.31
29 H 0.04
30 H 0.07
31 H 0.07
32 H 0.04
33 H 0.05
34 H 0.05
35 Cl 0.76
36 C 0.01
37 N -0.10
38 C 0.01
39 C -0.41
40 C 0.05
41 O -0.27
42 H 0.10
43 H 0.11
44 H 0.12
45 H 0.11
46 H 0.11
47 H 0.11
48 H 0.11
49 H 0.09
50 H 0.11

---

3.
DFT (the ωB97M-V functional and the def2-TZVPD basis) results for a molecular structure, C12H30ClIN3O3P2Tb in a non-equilibrium geometry.

Geometry as ORCA input:
```
! RIJCOSX wB97M-V def2-TZVPD def2/J DEFGRID3
* xyz 2 7
C -0.02 -0.54 -2.52
C 0.83 0.08 -3.61
H -0.37 -1.54 -2.85
H -0.90 0.07 -2.27
H 0.57 -0.68 -1.61
O 2.01 -0.16 -3.81
I 1.09 2.71 -2.43
Tb -0.92 1.83 0.70
P -0.20 1.03 -4.87
C 1.01 2.05 -5.70
C -0.80 -0.30 -5.92
H -2.36 1.21 -3.72
H -2.09 2.46 -5.00
H -1.35 2.61 -3.40
C -1.63 1.89 -4.18
H -1.73 -0.72 -5.53
H -0.96 0.11 -6.93
H 0.63 2.29 -6.70
H 1.95 1.48 -5.74
H -0.04 -1.09 -5.98
H 1.18 2.97 -5.13
C 1.92 1.17 -0.30
O 2.89 0.60 -0.56
Cl -3.06 1.44 -0.43
C -2.01 -2.33 2.21
N -0.74 -2.02 2.90
C -0.22 -3.11 3.74
P 0.00 -0.61 2.67
O -0.41 -0.15 1.27
N -0.34 0.66 3.73
C -0.59 2.05 3.15
C -1.26 0.41 4.84
N 1.62 -0.85 2.78
C 2.23 -1.85 1.87
C 2.47 0.35 2.96
H -2.65 -2.92 2.88
H -1.81 -2.93 1.32
H -2.54 -1.41 1.90
H -0.04 -3.99 3.11
H 0.74 -2.84 4.22
H -0.97 -3.38 4.50
H -1.64 2.08 2.66
H -0.68 2.83 3.91
H 0.31 2.38 2.52
H -2.31 0.37 4.51
H -1.00 -0.52 5.36
H -1.15 1.22 5.57
H 1.94 -1.72 0.81
H 3.32 -1.74 1.94
H 1.98 -2.88 2.15
H 3.49 0.01 3.11
H 2.44 1.01 2.07
H 2.18 0.91 3.86
*
```

Results
energy above the lowest of the compared OMol25 structures with the same formula, charge and spin	67.1	kJ/mol
E_LUMO (alpha / beta)	-7.16 / -6.85	eV
DFT total energy	-85167.26194	eV
HOMO (alpha / beta)	-13.80 / -13.81	eV

Löwdin charges, unit e, in atom order:
1 C -0.09
2 C -0.69
3 H 0.11
4 H 0.03
5 H 0.05
6 O 0.03
7 I 0.62
8 Tb 1.25
9 P 0.83
10 C -0.22
11 C -0.16
12 H 0.06
13 H 0.08
14 H -0.05
15 C -0.24
16 H 0.07
17 H 0.07
18 H 0.07
19 H 0.08
20 H 0.08
21 H -0.01
22 C -0.35
23 O 0.03
24 Cl -0.08
25 C -0.06
26 N -0.29
27 C -0.07
28 P 0.58
29 O -0.49
30 N -0.27
31 C -0.16
32 C -0.07
33 N -0.27
34 C -0.06
35 C -0.08
36 H 0.10
37 H 0.10
38 H 0.08
39 H 0.10
40 H 0.09
41 H 0.10
42 H 0.07
43 H 0.12
44 H 0.08
45 H 0.10
46 H 0.10
47 H 0.10
48 H 0.08
49 H 0.10
50 H 0.08
51 H 0.11
52 H 0.05
53 H 0.09

---

4.
DFT (the ωB97M-V functional and the def2-TZVPD basis) results for a molecular structure, C12H30F30K4O6P5 in a non-equilibrium geometry.

Geometry as ORCA input:
```
! RIJCOSX wB97M-V def2-TZVPD def2/J DEFGRID3
* xyz -1 1
K -2.74 2.94 2.15
K -1.28 2.21 -3.81
K 3.27 0.49 -1.94
K 1.76 5.35 0.42
P -1.29 2.00 5.30
F -1.85 0.94 4.18
F -0.02 1.07 5.48
F -0.51 2.75 4.03
F -0.75 3.18 6.23
F -2.61 2.85 4.86
F -2.07 1.29 6.51
P 5.08 -0.50 1.47
F 4.45 -1.61 0.47
F 5.72 0.35 0.24
F 3.62 0.22 1.39
F 5.64 0.61 2.50
F 4.55 -1.39 2.74
F 6.45 -1.39 1.58
P 0.06 1.46 -0.28
F 0.57 2.98 -0.70
F 1.61 1.22 -0.01
F -0.12 1.90 1.28
F -0.30 -0.07 0.12
F -1.50 1.71 -0.59
F 0.28 1.03 -1.84
P 4.73 3.84 -1.68
F 4.24 3.20 -3.08
F 3.84 5.21 -2.02
F 3.51 3.14 -0.85
F 5.39 4.46 -0.33
F 5.70 2.56 -1.50
F 5.90 4.59 -2.56
P 1.59 1.05 -5.80
F 2.29 -0.40 -5.76
F 0.09 0.38 -5.64
F 1.77 1.06 -4.17
F 0.85 2.51 -5.72
F 3.02 1.80 -5.89
F 1.44 1.08 -7.39
C -3.99 5.17 -0.79
O -4.40 4.01 -0.03
C -5.22 3.14 -0.81
C -4.76 1.67 -0.75
O -4.52 1.22 0.57
C -4.73 -0.19 0.75
H -3.11 5.58 -0.29
H -4.85 5.84 -0.76
H -3.73 4.86 -1.80
H -5.31 3.43 -1.86
H -6.23 3.19 -0.37
H -3.81 1.56 -1.30
H -5.50 1.04 -1.24
H -5.75 -0.32 1.11
H -4.01 -0.43 1.54
H -4.44 -0.82 -0.09
C -2.91 -4.83 3.30
O -2.33 -3.57 3.34
C -0.91 -3.67 3.30
C -0.35 -2.24 3.24
O 0.87 -1.92 3.85
C 1.88 -2.85 3.47
H -3.88 -4.87 3.81
H -2.39 -5.58 3.93
H -2.97 -5.29 2.31
H -0.60 -4.22 2.40
H -0.57 -4.22 4.19
H -1.15 -1.69 3.75
H -0.37 -1.85 2.22
H 1.67 -3.86 3.81
H 2.81 -2.51 3.92
H 2.05 -2.84 2.39
C -1.33 -3.18 -1.71
O -0.33 -3.86 -2.44
C 0.38 -3.07 -3.38
C 1.32 -2.05 -2.77
O 2.60 -2.56 -2.39
C 2.58 -3.78 -1.63
H -2.26 -3.23 -2.28
H -1.19 -2.16 -1.32
H -1.46 -3.76 -0.79
H -0.26 -2.63 -4.15
H 0.96 -3.81 -3.94
H 0.86 -1.44 -1.98
H 1.54 -1.30 -3.53
H 2.26 -4.66 -2.19
H 1.89 -3.60 -0.80
H 3.58 -3.88 -1.23
*
```

Results
E_LUMO	-0.21	eV
DFT total energy	-218520.56400	eV
HOMO	-6.86	eV

Löwdin charges, unit e, in atom order:
1 K 0.88
2 K 0.90
3 K 0.86
4 K 0.93
5 P 0.14
6 F -0.21
7 F -0.11
8 F -0.24
9 F -0.14
10 F -0.25
11 F -0.13
12 P 0.18
13 F -0.19
14 F -0.17
15 F -0.18
16 F -0.15
17 F -0.19
18 F -0.19
19 P 0.19
20 F -0.23
21 F -0.19
22 F -0.16
23 F -0.13
24 F -0.17
25 F -0.23
26 P 0.20
27 F -0.18
28 F -0.22
29 F -0.22
30 F -0.15
31 F -0.16
32 F -0.18
33 P 0.17
34 F -0.14
35 F -0.22
36 F -0.25
37 F -0.22
38 F -0.14
39 F -0.13
40 C -0.06
41 O -0.25
42 C -0.19
43 C -0.22
44 O -0.25
45 C -0.04
46 H 0.09
47 H 0.10
48 H 0.08
49 H 0.12
50 H 0.13
51 H 0.11
52 H 0.13
53 H 0.09
54 H 0.10
55 H 0.09
56 C -0.15
57 O -0.18
58 C -0.21
59 C -0.21
60 O -0.15
61 C -0.10
62 H 0.08
63 H 0.08
64 H 0.08
65 H 0.12
66 H 0.12
67 H 0.12
68 H 0.12
69 H 0.08
70 H 0.08
71 H 0.09
72 C -0.11
73 O -0.18
74 C -0.19
75 C -0.21
76 O -0.20
77 C -0.07
78 H 0.08
79 H 0.07
80 H 0.09
81 H 0.13
82 H 0.13
83 H 0.10
84 H 0.09
85 H 0.08
86 H 0.09
87 H 0.09

---

5.
DFT (the ωB97M-V functional and the def2-TZVPD basis) results for a molecular structure, C12H30F6O12V in a non-equilibrium geometry.

Geometry as ORCA input:
```
! RIJCOSX wB97M-V def2-TZVPD def2/J DEFGRID3
* xyz 1 3
O 9.36 -14.02 -9.71
V 10.35 -13.12 -8.92
C 12.41 -11.51 -11.36
O 11.62 -11.35 -12.57
O 11.61 -12.47 -10.65
C 13.98 -11.67 -11.46
F 14.60 -10.56 -11.84
F 14.54 -11.99 -10.35
F 14.37 -12.67 -12.24
C 12.13 -10.46 -13.62
C 11.19 -10.37 -14.82
H 11.01 -11.36 -15.25
H 10.23 -9.99 -14.46
H 11.43 -9.67 -15.62
H 13.11 -10.83 -13.94
H 12.23 -9.49 -13.14
H 12.31 -10.52 -10.90
C 8.59 -14.28 -6.11
O 9.00 -15.57 -6.44
O 9.22 -13.39 -6.99
C 7.02 -14.28 -5.86
F 6.51 -15.49 -6.05
F 6.67 -13.76 -4.69
F 6.41 -13.57 -6.79
C 9.15 -16.62 -5.42
C 9.87 -17.80 -6.07
H 10.73 -17.25 -6.45
H 10.04 -18.68 -5.46
H 9.19 -18.02 -6.89
H 8.19 -16.95 -5.04
H 9.79 -16.43 -4.55
H 9.14 -14.15 -5.18
O 11.59 -11.69 -7.71
H 11.42 -11.45 -6.80
H 12.49 -11.41 -7.87
O 12.09 -14.35 -8.37
H 13.05 -14.30 -8.45
H 11.94 -15.04 -7.73
O 9.27 -11.29 -9.32
H 8.65 -10.88 -8.72
H 9.21 -10.77 -10.12
C 6.79 -17.41 -9.10
C 5.96 -16.21 -9.24
O 6.21 -15.55 -10.50
O 8.16 -16.98 -9.26
H 6.60 -18.04 -9.97
H 6.75 -18.08 -8.25
H 6.24 -15.58 -8.40
H 4.94 -16.58 -9.33
H 7.12 -15.26 -10.64
H 8.46 -16.54 -8.47
C 7.18 -17.42 -13.18
C 8.26 -16.37 -13.36
O 8.24 -15.55 -12.26
O 5.99 -16.80 -12.83
H 7.38 -18.14 -12.39
H 6.95 -17.92 -14.12
H 8.19 -15.73 -14.24
H 9.18 -16.96 -13.34
H 8.88 -14.84 -12.37
H 6.22 -16.34 -12.02
*
```

Results
E_LUMO (alpha / beta)	-4.21 / -8.15	eV
DFT total energy	-79481.99664	eV
HOMO (alpha / beta)	-11.02 / -11.02	eV

Löwdin charges, unit e, in atom order:
1 O -0.18
2 V 1.04
3 C -0.32
4 O -0.11
5 O -0.24
6 C -0.64
7 F 0.16
8 F 0.18
9 F 0.16
10 C -0.23
11 C -0.07
12 H 0.08
13 H 0.07
14 H 0.08
15 H 0.11
16 H 0.12
17 H 0.14
18 C -0.24
19 O -0.09
20 O 0.06
21 C -0.55
22 F 0.18
23 F 0.20
24 F 0.18
25 C -0.21
26 C -0.03
27 H 0.08
28 H 0.10
29 H 0.07
30 H 0.12
31 H 0.13
32 H 0.20
33 O -0.05
34 H 0.09
35 H 0.09
36 O -0.02
37 H 0.11
38 H 0.08
39 O -0.02
40 H 0.10
41 H 0.11
42 C -0.21
43 C -0.20
44 O -0.07
45 O -0.08
46 H 0.12
47 H 0.12
48 H 0.10
49 H 0.14
50 H 0.05
51 H 0.03
52 C -0.25
53 C -0.24
54 O -0.08
55 O -0.07
56 H 0.11
57 H 0.13
58 H 0.13
59 H 0.12
60 H 0.10
61 H 0.01

---

6.
DFT (the ωB97M-V functional and the def2-TZVPD basis) results for a molecular structure, C12H30N3O7P2 in a non-equilibrium geometry.

Geometry as ORCA input:
```
! RIJCOSX wB97M-V def2-TZVPD def2/J DEFGRID3
* xyz -1 1
N -1.77 -3.93 1.51
P -2.01 -2.78 2.54
O -2.00 -3.33 4.05
O -3.56 -2.34 2.39
N -1.00 -1.56 2.54
P -1.53 -0.12 2.06
N -0.49 1.02 2.19
O -2.07 -0.29 0.57
O -2.88 0.34 2.78
H -0.97 -3.71 0.93
H -2.86 -3.75 4.22
H -3.95 -2.99 1.78
H 0.36 0.63 2.58
H -1.75 -1.14 0.24
H -3.61 0.18 2.15
C 1.52 0.36 -2.91
C 0.29 1.25 -2.78
C -0.69 0.34 -2.05
O 0.10 -0.53 -1.23
C 1.48 -0.40 -1.59
H 2.45 0.91 -3.06
H 1.39 -0.33 -3.75
H 0.52 2.12 -2.16
H -0.09 1.61 -3.74
H -1.26 -0.28 -2.76
H -1.39 0.88 -1.43
H 1.99 0.14 -0.80
H 1.92 -1.40 -1.67
C 1.98 2.89 -7.77
C 0.75 3.79 -7.63
C -0.23 2.87 -6.92
O 0.55 2.00 -6.11
C 1.93 2.12 -6.46
H 2.91 3.44 -7.90
H 1.85 2.21 -8.61
H 0.99 4.65 -7.00
H 0.37 4.16 -8.58
H -0.80 2.26 -7.64
H -0.94 3.41 -6.29
H 2.45 2.66 -5.66
H 2.37 1.12 -6.53
C 0.21 -1.70 7.92
C -0.35 -1.66 6.50
C 0.63 -0.73 5.81
O 1.90 -0.92 6.47
C 1.71 -1.66 7.67
H -0.10 -2.58 8.50
H -0.11 -0.81 8.47
H -0.30 -2.66 6.05
H -1.37 -1.32 6.43
H 0.33 0.32 5.92
H 0.74 -0.94 4.75
H 2.11 -2.67 7.52
H 2.27 -1.19 8.48
*
```

Results
E_LUMO	2.30	eV
DFT total energy	-50315.45352	eV
HOMO	-4.27	eV

Löwdin charges, unit e, in atom order:
1 N -0.21
2 P 0.22
3 O -0.19
4 O -0.21
5 N -0.24
6 P 0.21
7 N -0.20
8 O -0.20
9 O -0.19
10 H -0.06
11 H 0.06
12 H 0.07
13 H -0.07
14 H 0.06
15 H 0.05
16 C -0.18
17 C -0.17
18 C -0.20
19 O -0.16
20 C -0.21
21 H 0.10
22 H 0.11
23 H 0.12
24 H 0.09
25 H 0.12
26 H 0.10
27 H 0.12
28 H 0.11
29 C -0.17
30 C -0.17
31 C -0.20
32 O -0.16
33 C -0.21
34 H 0.11
35 H 0.11
36 H 0.11
37 H 0.11
38 H 0.12
39 H 0.12
40 H 0.12
41 H 0.12
42 C -0.18
43 C -0.17
44 C -0.19
45 O -0.15
46 C -0.23
47 H 0.10
48 H 0.11
49 H 0.10
50 H 0.11
51 H 0.12
52 H 0.10
53 H 0.11
54 H 0.11